ORCA calculation (ωB97M-V/def2-TZVPD) on 2 unconnected molecules or ions with the total composition C2H5NS.

- Strongest force on any atom: 7.22 eV/A
- Calculated total energy: -14475.6997 eV
- Net charge: 0
- LUMO (spin up / spin down): 0.525 / 0.525 eV

Last columns: bonded neighbours and bond lengths (Å).
Geometry (Å):
1 S 2.170 -0.602 0.054  N2 1.793, C3 1.717
2 N 1.431 0.975 -0.370  S1 1.793, C3 1.384, H7 1.009
3 C 0.777 0.239 0.602  S1 1.717, N2 1.384, H9 1.050
4 C -1.297 -0.482 -0.128  H5 1.078, H6 0.975, H8 1.072
5 H -1.643 -0.392 0.889  C4 1.078
6 H -1.305 -1.327 -0.614  C4 0.975
7 H 0.952 0.882 -1.253  N2 1.009
8 H -1.656 0.279 -0.794  C4 1.072
9 H 0.570 0.428 1.614  C3 1.050